(1)
95
Properties=species:S:1:pos:R:3:forces:R:3:mulliken_charge:R:1 method="wB97M-V/def2-TZVPD" multiplicity=5 de_lowest_kcal_mol=0.0 charge=+4
Ru 0.7578 -1.4142 1.5023 -0.280 -0.103 0.067 1.537
C 5.0091 -2.2569 1.0700 -0.020 -0.024 -0.008 -1.207
C 3.6490 -2.4168 1.6525 -0.035 -0.095 -0.019 0.505
O 2.6707 -1.8215 1.0930 0.123 0.190 0.024 -0.814
N 3.4831 -3.1518 2.7330 -0.011 0.032 -0.002 -0.027
C 2.2015 -3.3610 3.4125 0.032 0.019 0.030 -1.407
C 1.2281 -4.1447 2.5661 -0.005 -0.030 0.016 1.114
C 1.1268 -5.5162 2.6791 -0.022 -0.001 -0.004 -0.908
C 0.2593 -6.2102 1.8441 0.000 -0.011 0.005 -0.427
C -0.4803 -5.5047 0.9088 0.008 0.014 0.014 -0.964
C -0.3336 -4.1343 0.8433 -0.016 0.008 0.002 -0.264
N 0.4949 -3.4628 1.6583 0.034 0.037 0.036 0.586
H 5.4629 -1.3566 1.4919 -0.009 0.011 -0.016 0.306
H 4.9246 -2.1315 -0.0064 0.016 -0.008 -0.004 0.247
H 5.6528 -3.1042 1.2982 0.004 0.005 0.005 0.493
H 4.3051 -3.5884 3.1291 -0.004 -0.017 -0.011 0.326
H 1.7860 -2.3930 3.7149 -0.003 0.006 -0.007 0.136
H 2.4115 -3.9026 4.3317 -0.004 -0.007 -0.003 0.716
H 1.7212 -6.0405 3.4156 -0.001 -0.001 0.001 0.533
H 0.1683 -7.2858 1.9233 0.000 0.001 0.002 0.474
H -1.1609 -6.0054 0.2351 0.001 0.004 -0.004 0.519
H -0.8849 -3.5422 0.1283 -0.001 -0.007 -0.007 0.511
C 4.1087 6.4071 1.5076 0.026 0.007 -0.017 -1.520
C 3.2964 5.1861 1.2070 -0.062 0.008 -0.042 0.727
C 3.5944 3.9629 1.8102 0.016 -0.063 0.011 -0.964
C 2.8344 2.8306 1.5676 0.104 0.007 -0.014 -0.452
C 1.7558 2.9319 0.7020 -0.171 -0.073 -0.003 0.551
C 1.4188 4.1372 0.0950 -0.067 -0.002 -0.003 -0.357
C 2.1978 5.2510 0.3437 0.061 0.019 0.006 -0.972
S 0.7106 1.5580 0.3263 0.129 0.242 -0.132 0.699
O 1.0581 0.5607 1.4940 0.043 -0.127 0.064 -0.315
C 1.4306 0.8531 -1.1292 -0.062 0.001 -0.029 1.228
C 2.8075 0.5456 -1.1390 0.003 -0.004 0.037 -0.978
C 3.3489 -0.0423 -2.2420 -0.024 0.000 0.007 -1.380
C 2.5469 -0.3631 -3.3657 -0.031 0.015 0.018 0.917
C 3.1095 -0.9780 -4.5076 -0.015 -0.020 -0.031 -1.137
C 2.3347 -1.2642 -5.5955 0.049 0.001 0.015 -0.797
C 0.9592 -0.9483 -5.5918 -0.038 0.007 0.015 -0.909
C 0.3856 -0.3449 -4.5088 -0.012 -0.015 -0.043 -1.188
C 1.1620 -0.0339 -3.3621 0.060 -0.002 0.037 1.085
C 0.6115 0.6046 -2.2111 0.063 0.000 -0.012 -0.208
C -0.7936 1.1142 -2.3274 0.122 0.074 -0.072 -0.195
C -0.9851 2.3191 -3.0609 0.002 -0.027 0.003 1.163
C 0.1039 3.0801 -3.5420 0.056 -0.053 0.039 -0.512
C -0.0889 4.2449 -4.3021 -0.031 0.058 -0.035 -0.915
C -1.3625 4.6875 -4.6010 0.040 -0.008 -0.002 -0.749
C -2.4628 3.9592 -4.1408 -0.039 0.004 -0.005 -0.732
C -2.2935 2.7753 -3.3729 -0.073 -0.056 0.038 0.657
C -3.3992 2.0391 -2.9535 0.073 0.062 -0.042 -1.105
C -3.2129 0.8746 -2.2108 -0.001 0.021 0.026 -1.021
C -1.9352 0.4346 -1.8856 -0.210 -0.094 0.051 1.046
S -1.8385 -1.1593 -1.0281 -0.019 0.080 -0.055 -0.210
O -0.6165 -1.0009 -0.1210 0.046 0.028 0.040 0.309
C -3.2582 -1.0724 0.0000 0.082 -0.080 -0.043 0.601
C -3.4241 -0.0478 0.9320 0.001 0.047 0.035 -0.098
C -4.5542 -0.0476 1.7237 0.019 0.002 -0.009 -0.910
C -5.5321 -1.0470 1.5953 0.023 -0.030 -0.009 0.802
C -6.7551 -1.0349 2.4578 -0.033 0.023 0.013 -1.603
C -5.3381 -2.0571 0.6525 -0.031 0.008 0.031 -0.770
C -4.2042 -2.0826 -0.1433 0.046 -0.016 -0.022 -0.748
H 5.1461 6.1519 1.7160 -0.002 0.000 0.011 0.409
H 3.7093 6.9106 2.3907 0.000 0.003 0.002 0.311
H 4.0829 7.1165 0.6829 -0.008 0.005 0.005 0.405
H 4.4380 3.8983 2.4857 -0.002 0.006 0.004 0.434
H 3.0742 1.8927 2.0490 -0.014 0.003 0.033 0.373
H 0.5513 4.2132 -0.5528 -0.010 -0.008 0.021 0.505
H 1.9458 6.1942 -0.1237 -0.003 0.002 0.008 0.438
H 3.4160 0.8067 -0.2822 0.013 -0.010 -0.035 0.666
H 4.4101 -0.2555 -2.2846 -0.003 -0.004 0.004 0.604
H 4.1661 -1.2140 -4.5076 0.000 0.003 -0.007 0.517
H 2.7714 -1.7314 -6.4679 0.004 0.000 0.004 0.459
H 0.3583 -1.1865 -6.4593 -0.003 0.004 0.002 0.500
H -0.6721 -0.1126 -4.5325 0.000 0.003 0.000 0.440
H 1.1179 2.7665 -3.3265 -0.012 -0.013 0.004 0.559
H 0.7756 4.7907 -4.6566 -0.006 0.005 -0.005 0.529
H -1.5150 5.5821 -5.1898 0.007 0.002 0.001 0.483
H -3.4672 4.2904 -4.3782 0.002 0.001 0.001 0.539
H -4.4019 2.3640 -3.2026 0.002 0.007 0.005 0.515
H -4.0812 0.3135 -1.8907 0.006 0.007 -0.007 0.728
H -2.6873 0.7443 1.0201 -0.006 -0.003 -0.014 0.523
H -4.7053 0.7490 2.4422 -0.003 0.005 0.000 0.459
H -6.9387 -0.0501 2.8825 -0.002 0.001 -0.006 0.410
H -6.6388 -1.7392 3.2848 0.010 -0.010 -0.011 0.310
H -7.6354 -1.3426 1.8952 -0.002 -0.003 0.004 0.436
H -6.0887 -2.8283 0.5338 -0.001 0.003 0.004 0.486
H -4.0665 -2.8681 -0.8777 -0.008 0.002 0.005 0.552
N -3.5510 -1.9053 4.6344 0.010 0.015 0.014 -0.531
N -2.4250 -1.3383 4.1041 0.055 -0.057 -0.064 1.039
N -2.1000 -0.0877 4.3614 -0.016 0.016 0.062 -0.839
C -1.0435 0.0865 3.5938 -0.063 0.007 -0.079 -0.693
N -0.7759 -1.0333 2.9014 0.179 -0.046 0.033 0.618
N -1.6793 -1.9475 3.2467 -0.084 -0.012 0.035 -0.472
H -3.7816 -1.4191 5.4966 -0.006 0.004 -0.005 0.330
H -3.4053 -2.8989 4.7805 0.001 -0.003 -0.009 0.284
H -0.4771 0.9998 3.5337 0.011 -0.003 0.001 0.652

***

(2)
16
Properties=species:S:1:pos:R:3:forces:R:3:nbo_charge:R:1 method="wB97M-V/def2-TZVPD" smiles="O=[N+]([O-])C(F)(CCO)[N+](=O)[O-]" de_lowest_kcal_mol=17.5
O 1.3831 -1.6438 1.0016 -0.366 -0.296 0.296 -0.348
N 1.2808 -1.3125 -0.1551 0.615 1.381 1.768 0.499
O 1.5523 -1.9578 -1.1070 -0.071 -0.542 -1.543 -0.306
C 0.8802 0.1743 -0.3235 -2.326 1.029 0.307 0.482
F 0.9154 0.4412 -1.6398 -0.303 -0.269 0.842 -0.291
C -0.5634 0.4903 0.3976 1.254 -2.385 1.210 -0.461
C -1.6423 -0.3321 -0.3639 2.946 0.141 -0.860 -0.088
O -2.8975 0.2676 -0.2492 -1.464 -0.916 1.534 -0.706
N 1.9197 1.1050 0.3373 -1.041 -1.926 1.408 0.509
O 1.9650 1.0398 1.5574 0.312 0.523 -1.134 -0.346
O 2.5083 1.7810 -0.4291 1.211 1.267 -0.345 -0.298
H -0.4788 0.0697 1.4957 0.120 1.078 -2.119 0.253
H -0.8141 1.5596 0.4454 0.449 -0.330 -0.381 0.250
H -1.4091 -1.4068 -0.1974 -1.404 0.217 1.008 0.175
H -1.2047 -0.3734 -1.4049 -1.700 0.934 0.256 0.188
H -3.3949 0.0978 0.6351 1.768 0.092 -2.247 0.489

***

(3)
30
Properties=species:S:1:pos:R:3:forces:R:3:mulliken_charge:R:1 method="wB97M-V/def2-TZVPD" multiplicity=6
Dy 0.7047 1.0064 -0.5200 0.168 -0.610 0.659 0.615
O -1.3693 0.4454 -1.0634 0.874 -0.717 0.343 -0.710
N -2.3357 1.2921 -1.3427 0.384 0.231 0.061 0.365
C -3.5840 0.8497 -1.0426 0.472 -0.395 -0.334 -0.105
C -4.6537 1.6113 -1.3431 -0.583 0.368 0.240 -0.760
C -4.3955 2.8821 -1.9219 -1.608 -0.855 0.839 -0.121
C -3.1713 3.3331 -2.1148 4.521 -0.049 -0.633 -0.807
C -2.0130 2.5005 -1.8126 -1.653 0.706 -0.263 0.888
S -0.3916 3.0134 -2.0144 -0.191 -0.092 0.055 -0.405
H -3.4693 -0.1436 -0.6302 -0.766 0.037 0.116 0.454
H -5.6761 1.3183 -1.0768 0.597 0.006 -0.253 0.371
H -5.2154 3.5144 -2.0980 -1.010 0.693 -0.427 0.410
H -2.7743 4.2498 -2.5632 -1.177 0.093 0.219 0.344
S 3.2265 1.6280 -0.5585 0.255 -0.527 0.609 -0.343
C 3.1097 0.6455 0.9441 -0.428 0.401 -1.060 0.553
C 4.0423 -0.4483 1.0878 0.595 0.656 -0.205 0.036
N 4.9236 -1.1882 1.1424 -0.424 -0.202 -0.007 -0.498
C 2.1150 0.7699 1.8715 0.052 -0.206 1.464 0.349
S 0.7373 1.8343 1.9967 0.015 0.060 -0.846 -0.287
C 2.1726 -0.1568 2.9926 0.397 -1.888 0.398 0.029
N 2.2577 -1.0615 3.7247 -0.270 1.744 -0.855 -0.484
N 2.9971 -4.3063 0.7994 -1.736 -0.970 0.181 -0.705
N 2.0843 -3.2854 0.6465 -1.056 -1.107 1.151 1.133
N 1.1412 -3.1946 1.5692 -0.862 1.720 -0.721 -0.585
C 0.4486 -2.1031 1.1218 3.023 -2.654 -0.218 -0.287
N 1.0088 -1.6339 0.0133 0.175 0.427 -1.120 0.093
N 2.0198 -2.4477 -0.3306 -0.367 1.155 0.445 -0.669
H 2.5541 -5.2119 0.5268 0.860 1.184 0.114 0.275
H 3.8432 -4.0510 0.3712 1.205 0.104 -0.833 0.265
H -0.3373 -1.6617 1.6249 -1.461 0.687 0.881 0.584

***

(4)
15
Properties=species:S:1:pos:R:3:forces:R:3:nbo_charge:R:1 method="wB97M-V/def2-TZVPD" smiles="CNC1(C(=O)O)C=C1" de_lowest_kcal_mol=88.9
C 1.6823 -0.8058 -0.4679 1.711 1.372 1.698 -0.412
N 0.4894 -0.6556 0.2829 -0.818 -0.632 0.043 -0.661
C -0.4903 0.3342 -0.0003 -2.284 0.409 -1.014 -0.063
C -2.0029 -0.4039 -0.0723 2.730 2.106 0.000 0.783
O -2.9799 0.1022 -0.5185 -0.504 0.098 -0.166 -0.578
O -1.9250 -1.5223 0.6110 0.875 -1.068 -0.115 -0.685
C -0.0373 1.6232 -0.6107 -2.652 -0.011 3.355 -0.155
C -0.4817 1.7178 0.6465 2.253 -1.932 -1.957 -0.153
H 2.5178 -1.2032 0.1544 -1.073 -1.166 -0.740 0.217
H 1.3502 -1.1835 -1.3528 0.311 -2.094 -2.616 0.203
H 2.2260 0.0818 -0.7300 -0.301 1.582 -0.269 0.174
H 0.7002 -0.6043 1.2123 0.729 0.126 3.058 0.362
H -0.9210 -1.6984 0.6119 -1.035 0.044 0.126 0.503
H 0.1962 2.2121 -1.4373 0.612 0.444 -1.290 0.230
H -0.3241 2.0056 1.6708 -0.553 0.722 -0.113 0.235

***

The M results, record by record, are as follows: 867.0; 168.1; 513.9; 113.1 u.
The calculated total energy results, record by record, are as follows: -86010.754; -19119.754; -81039.535; -10879.761 eV.